--- P ---
C3H6N4O as an isolated structure, computed with wB97M-V/def2-TZVPD.

The geometry in XYZ format:
```
14
Properties=species:S:1:pos:R:3:lowdin_charge:R:1
C -1.0234 -2.2629 -0.1598 -0.002
C -0.3588 -0.8482 -0.3124 -0.363
C 0.6216 0.6945 0.6963 -0.477
H -1.7226 -2.1049 -1.2329 0.151
H -0.4438 -3.2146 -0.1394 0.069
H -1.7917 -2.3122 0.6892 0.087
H 1.7462 2.2464 -0.3054 0.177
H -0.0433 2.6993 -1.1870 0.199
H 1.1005 0.9406 2.3472 0.014
N -0.2992 0.0463 -1.1981 0.172
N 0.1599 1.0240 -0.5548 -0.315
N 0.9314 1.9318 -1.1563 0.031
N 0.9953 1.6230 1.6249 0.108
O 0.1279 -0.4630 0.8884 0.150
```

## Properties
Multiplicity   1
Highest occupied orbital energy   -0.3040 Eh
LUMO level   0.57 eV



--- Q ---
One molecule with the formula C3H6N4O, computed with wB97M-V/def2-TZVPD.

The geometry in XYZ format:
```
14
Properties=species:S:1:pos:R:3:lowdin_charge:R:1
H 1.8942 -1.8546 -0.1010 0.074
N 2.0202 -0.9351 0.4709 0.075
C 0.8727 -0.4901 -0.0628 -0.507
O -0.2931 -1.1266 -0.1996 0.101
C -1.2440 -0.1396 -0.3511 -0.374
C -2.5005 -0.7654 -0.0404 -0.043
N -0.8201 1.1199 -0.1778 0.207
N 0.4966 0.8045 -0.1138 -0.218
N 1.5114 1.7196 0.3852 0.048
H -2.4520 -1.7211 0.6209 0.127
H -2.7504 -1.2139 -1.0429 0.091
H -3.4181 -0.0358 0.1745 0.136
H 1.9865 2.1103 -0.5458 0.149
H 1.8590 1.1364 1.2653 0.134
```

## Properties
Multiplicity   1
Highest occupied orbital energy   -0.3090 Eh
LUMO level   0.52 eV



--- R ---
C3H6N4O as an isolated structure, computed with wB97M-V/def2-TZVPD.

The geometry in XYZ format:
```
14
Properties=species:S:1:pos:R:3:lowdin_charge:R:1
C -0.2626 -0.8512 0.5590 -0.269
C -1.6679 -0.4695 0.9383 -0.153
C 0.1303 0.5835 0.0338 -0.377
H -0.3578 -1.3970 -1.2013 0.041
H 1.0263 -2.0326 -0.6974 0.050
H 0.4415 -0.7548 1.5280 0.200
H -2.6451 -1.1226 0.8303 0.142
H 1.4394 -0.1473 -0.9616 0.126
H 1.1440 2.7895 -0.3699 0.281
N 0.0835 -1.8694 -0.4940 0.072
N -1.9048 0.8601 0.9109 0.021
N -0.5991 1.6308 0.5542 0.046
N 1.3824 0.7775 -0.4601 -0.059
O 1.7902 2.0032 -1.1702 -0.121
```

## Properties
Multiplicity   1
Highest occupied orbital energy   -0.3268 Eh
LUMO level   0.00 eV



--- S ---
One molecule with the formula C3H6N4O, computed with wB97M-V/def2-TZVPD.

The geometry in XYZ format:
```
14
Properties=species:S:1:pos:R:3:lowdin_charge:R:1
O -2.8473 0.3449 -0.1859 -0.052
N -1.9413 -0.7339 -0.1779 -0.032
C -0.6247 -0.3516 0.0354 -0.463
N -0.3172 0.8995 -0.0464 0.062
C 1.1387 1.2009 0.1432 -0.178
C 1.9861 0.0334 -0.2524 -0.113
N 1.5609 -1.2216 -0.2080 0.053
N 0.2779 -1.3333 0.2478 0.006
H -2.1445 1.0197 -0.0259 0.060
H -2.3583 -1.4574 0.4911 0.172
H 1.3883 2.0486 -0.5375 0.114
H 1.1767 1.4358 1.2240 0.119
H 2.9865 0.2540 -0.6523 0.107
H -0.2818 -2.1388 -0.0552 0.144
```

## Properties
Multiplicity   1
Highest occupied orbital energy   -0.3379 Eh
LUMO level   0.87 eV



Energetically preferred structure: S | next structure: +1.311 eV